Record 1
Density functional theory data (ωB97M-V/def2-TZVPD) for C5H8AgO3 as an isolated structure at a distorted geometry.

Each line ends with the Löwdin charge.
Element x y z (Å)
O  -2.09  0.39  0.49  0.058
C  0.65  -0.09  -0.31  -0.065
C  0.10  1.16  -0.89  -0.214
O  -1.17  0.96  -1.51  -0.131
C  -2.25  0.53  -0.72  -0.766
O  -3.23  0.25  -1.46  -0.113
Ag  -2.78  0.72  -3.74  0.838
C  1.28  -0.14  1.04  -0.285
C  1.24  -1.52  1.69  -0.120
H  0.73  -0.96  -0.97  0.111
H  0.73  1.56  -1.70  0.120
H  0.00  1.94  -0.12  0.126
H  2.33  0.21  0.98  0.112
H  0.78  0.60  1.69  0.114
H  1.80  -1.53  2.63  0.068
H  1.67  -2.28  1.02  0.070
H  0.20  -1.81  1.90  0.078

Calculated values
E: -15453.589 eV
Energy above the lowest of the compared OMol25 structures with the same formula, charge and spin: 0.0 kJ/mol
<S²>: 0.754
Spin multiplicity: 2
Total charge: 0

Record 2
Density functional theory data (ωB97M-V/def2-TZVPD) for a 2-piece molecular cluster, C5H8BBrN5O3 overall at a distorted geometry.

Each line ends with the Löwdin charge.
Element x y z (Å)
O  3.65  0.82  -0.98  0.213
B  2.88  1.92  -1.23  -0.777
O  3.15  2.71  -2.27  0.265
O  1.76  2.15  -0.34  0.272
C  0.61  2.11  -0.86  -0.424
N  -0.25  3.14  -0.83  0.191
N  -1.34  2.78  -1.40  0.117
N  -1.21  1.56  -1.78  0.041
N  -0.01  1.11  -1.46  -0.364
Br  0.59  -0.61  -1.78  1.090
H  3.07  0.11  -0.65  0.079
H  3.48  2.17  -3.01  0.147
H  -1.96  1.05  -2.24  0.201
N  -2.03  -2.35  2.83  0.023
C  -2.42  -1.46  1.87  -0.129
C  -1.45  -1.43  0.90  -0.161
C  -0.44  -2.35  1.28  -0.133
C  -0.83  -2.91  2.48  -0.119
H  -2.54  -2.57  3.66  0.156
H  -3.34  -0.92  1.97  0.113
H  -1.47  -0.82  0.01  0.011
H  0.46  -2.59  0.75  0.071
H  -0.35  -3.64  3.10  0.117

Calculated values
E: -89619.538 eV
Energy above the lowest of the compared OMol25 structures with the same formula, charge and spin: 50.0 kJ/mol
Spin multiplicity: 1
Total charge: +1

Record 3
Density functional theory data (ωB97M-V/def2-TZVPD) for C5H8BNO2 as an isolated structure at a distorted geometry.

Each line ends with the Löwdin charge.
Element x y z (Å)
B  -0.54  -2.54  -0.37  -0.334
C  -2.08  -1.37  0.98  -0.512
C  0.76  0.79  0.43  -0.124
C  -0.80  1.01  0.61  -0.120
C  0.94  -0.29  -0.74  -0.185
C  -1.53  -0.27  0.21  -0.003
N  -0.11  -1.25  -0.60  0.096
O  -2.82  -1.37  1.92  0.144
O  -1.75  -2.54  0.41  0.105
H  -0.02  -3.64  -0.65  0.095
H  1.21  1.67  0.22  0.059
H  1.23  0.45  1.31  0.091
H  -0.97  1.36  1.66  0.133
H  -1.13  1.81  -0.07  0.114
H  0.89  0.24  -1.75  0.126
H  1.99  -0.71  -0.74  0.130
H  -2.29  -0.11  -0.65  0.187

Calculated values
E: -11576.319 eV
Energy above the lowest of the compared OMol25 structures with the same formula, charge and spin: 100.5 kJ/mol
Spin multiplicity: 1
Total charge: 0

Record 4
Density functional theory data (ωB97M-V/def2-TZVPD) for C5H8Br12N2O as an isolated structure at a distorted geometry.

Each line ends with the Löwdin charge.
Element x y z (Å)
C  -19.23  -20.79  -15.53  -1.431
Br  -18.00  -19.50  -16.38  0.712
Br  -21.00  -21.01  -16.40  0.681
Br  -19.46  -20.14  -13.59  0.510
H  -18.58  -21.66  -15.60  -0.216
C  -18.59  -21.34  -18.40  -1.447
Br  -18.93  -23.20  -17.96  0.743
Br  -19.40  -20.99  -20.07  0.849
Br  -16.62  -21.10  -18.72  0.630
H  -19.03  -20.59  -17.75  -0.193
C  -17.61  -23.47  -15.55  -1.447
Br  -16.70  -22.04  -14.49  0.603
Br  -19.37  -23.84  -14.92  0.616
Br  -16.53  -25.20  -15.47  0.529
H  -17.72  -23.21  -16.60  -0.197
C  -20.31  -25.01  -17.34  -1.534
Br  -21.56  -24.25  -18.76  0.541
Br  -19.14  -26.49  -18.07  0.556
Br  -21.35  -25.42  -15.65  0.512
H  -19.60  -24.24  -17.03  -0.378
C  -19.48  -18.32  -19.47  -0.876
O  -20.46  -19.00  -19.14  -0.161
N  -18.31  -18.64  -19.09  -0.002
N  -19.43  -17.25  -20.21  0.174
H  -17.66  -18.02  -19.55  0.129
H  -18.22  -19.49  -18.56  -0.145
H  -20.36  -16.94  -20.47  0.123
H  -18.63  -16.64  -20.34  0.118

Calculated values
E: -850841.403 eV
Spin multiplicity: 1
Total charge: 0